Version w
Density functional theory data (ωB97M-V with the def2-TZVPD basis set) for a 3-piece molecular cluster, C2H10NO3 overall.

Geometry as XYZ:
```
16
Properties=species:S:1:pos:R:3
C 0.00 -0.63 1.59
N -0.92 -0.93 0.47
C -0.33 -0.66 -0.84
O 0.18 0.60 -1.03
H -0.24 0.35 2.04
H -0.10 -1.41 2.34
H 1.01 -0.64 1.21
H -1.71 -0.30 0.55
H 0.40 -1.46 -1.06
H -1.16 -0.87 -1.54
H 2.56 -0.77 -1.19
H 1.82 0.48 -1.02
O 2.76 0.13 -0.91
H -1.00 1.44 -0.62
H -1.45 2.63 0.34
O -1.81 2.04 -0.33
```

The frontier orbital gap is 0.308 hartree. As for the charge: -1. The LUMO energy is 4.220 eV.

=====

Version x
Density functional theory data (ωB97M-V with the def2-TZVPD basis set) for a 3-piece molecular cluster, C2H10NO3 overall.

Geometry as XYZ:
```
16
Properties=species:S:1:pos:R:3
C 1.51 1.32 -1.23
N 1.29 -0.09 -1.36
C 0.44 -0.57 -0.13
O -0.68 0.19 -0.06
H 2.01 1.80 -2.08
H 2.18 1.50 -0.37
H 0.60 1.92 -1.03
H 0.58 -0.38 -2.02
H 1.13 -0.35 0.74
H 0.48 -1.66 -0.22
H -2.63 -1.79 0.37
H -1.80 -0.84 -0.36
O -2.51 -1.60 -0.57
H -0.03 0.34 2.06
H -0.18 1.51 3.00
O 0.31 0.69 2.90
```

The frontier orbital gap is 0.294 hartree. As for the charge: -1. The LUMO energy is 4.092 eV.

=====

Version y
Density functional theory data (ωB97M-V with the def2-TZVPD basis set) for a 3-piece molecular cluster, C2H10NO3 overall.

Geometry as XYZ:
```
16
Properties=species:S:1:pos:R:3
C 2.08 -0.24 0.36
N 1.41 0.82 -0.36
C -0.03 0.68 -0.71
O -0.87 0.20 0.24
H 1.80 -0.24 1.41
H 3.17 -0.09 0.30
H 1.95 -1.16 -0.21
H 1.41 1.66 0.20
H -0.06 0.08 -1.65
H -0.28 1.71 -1.03
H -0.10 -2.46 -0.41
H -0.59 -1.27 0.48
O -0.38 -2.29 0.48
H -2.48 0.88 0.63
H -3.63 0.49 -0.16
O -3.39 1.23 0.43
```

The frontier orbital gap is 0.301 hartree. As for the charge: -1. The LUMO energy is 4.155 eV.

=====

It turns out version w is the most stable, with the second structure 0.0090 hartree higher.

=====

Version w
Density functional theory data (ωB97M-V with the def2-TZVPD basis set) for one molecule with the formula C4Cl2F6.

Geometry as XYZ:
```
12
Properties=species:S:1:pos:R:3
F -2.58 0.40 -0.04
C -1.46 -0.38 -0.44
F -1.68 -0.69 -1.73
F -1.64 -1.38 0.37
C -0.24 0.45 -0.33
F -0.04 1.23 -1.35
C 0.65 0.60 0.96
F 1.12 1.80 1.18
F 0.29 0.07 2.11
C 1.40 -0.34 0.02
Cl 1.54 -1.99 0.38
Cl 2.65 0.23 -1.13
```

The frontier orbital gap is 0.386 hartree. Its SMILES is FC(F)(F)[C@@]1(F)C(F)(F)C1(Cl)Cl. The LUMO energy is 0.292 eV.

=====

Version x
Density functional theory data (ωB97M-V with the def2-TZVPD basis set) for one molecule with the formula C4Cl2F6.

Geometry as XYZ:
```
12
Properties=species:S:1:pos:R:3
C 1.11 -0.23 0.04
C -0.18 -1.04 0.28
C -1.70 -0.77 -0.39
C 1.02 1.25 0.31
F 1.65 -0.46 -1.18
F 0.06 -2.32 -0.06
F -0.43 -1.03 1.61
F 0.33 1.91 -0.66
F 0.36 1.51 1.45
F 2.21 1.83 0.39
Cl -2.58 0.50 0.23
Cl -1.85 -1.15 -2.01
```

The frontier orbital gap (alpha / beta) is 0.349 / 0.261 hartree. The LUMO energy (alpha / beta) is -1.218 / -2.006 eV.

=====

It turns out version w is the most stable, with the second structure 0.0355 hartree higher.

=====

Version w
Density functional theory data (ωB97M-V with the def2-TZVPD basis set) for a 2-piece molecular cluster, C12H16N2 overall.

Geometry as XYZ:
```
30
Properties=species:S:1:pos:R:3
C 4.34 0.65 2.33
C 0.63 0.22 1.41
C 0.76 0.67 0.14
C 1.78 0.38 2.21
C 2.97 0.79 1.67
C 1.85 1.40 -0.30
C 3.02 1.33 0.34
H -0.36 0.01 1.81
H -0.09 0.56 -0.45
H 1.70 0.20 3.28
H 1.80 1.69 -1.36
H 5.08 0.94 1.54
H 4.57 -0.33 2.60
H 4.02 1.49 -0.04
H 4.25 1.40 3.25
C -1.35 -1.69 -1.43
C -2.24 -3.06 -1.63
C -2.21 -0.49 -1.22
C -2.20 0.78 -1.70
C -3.85 0.74 -0.23
N -3.27 -0.49 -0.20
N -3.07 1.62 -1.08
H -0.83 -1.84 -0.47
H -0.71 -1.61 -2.19
H -2.64 -3.31 -0.59
H -1.64 1.03 -2.50
H -4.66 0.98 0.51
H -3.17 2.66 -1.37
H -1.53 -3.78 -1.99
H -2.93 -2.97 -2.32
```

The frontier orbital gap (alpha / beta) is 0.297 / 0.137 hartree. Its spin multiplicity is 2. As for the charge: +1. The LUMO energy (alpha / beta) is -3.526 / -7.843 eV.

=====

Version x
Density functional theory data (ωB97M-V with the def2-TZVPD basis set) for a 2-piece molecular cluster, C12H16N2 overall.

Geometry as XYZ:
```
30
Properties=species:S:1:pos:R:3
C -1.10 -0.72 -1.60
C -2.46 -1.00 -2.30
C -1.13 -0.50 -0.11
C -2.05 0.33 0.52
C -0.37 -1.34 0.71
C -2.06 0.51 1.89
C -0.47 -1.27 2.11
C -1.38 -0.42 2.70
H -0.60 -1.65 -1.94
H -0.65 0.22 -2.00
H -3.22 -1.15 -1.52
H -2.79 0.95 -0.02
H 0.42 -1.97 0.33
H -2.71 1.24 2.33
H 0.09 -1.90 2.80
H -1.52 -0.56 3.78
H -2.45 -2.00 -2.78
H -2.75 -0.33 -3.11
C 3.30 -0.17 1.00
C 1.78 1.83 0.32
C 2.44 0.61 0.12
C 1.74 1.23 -1.79
N 1.31 2.24 -0.90
N 2.38 0.27 -1.22
H 1.29 2.30 1.16
H 0.86 3.11 -1.13
H 3.85 -0.89 0.32
H 2.69 -0.72 1.72
H 1.44 1.28 -2.85
H 4.11 0.46 1.43
```

The frontier orbital gap (alpha / beta) is 0.316 / 0.165 hartree. Its spin multiplicity is 2. As for the charge: +1. The LUMO energy (alpha / beta) is -3.654 / -7.655 eV.

=====

It turns out version x is the most stable, with the second structure 0.0713 hartree higher.

=====

Version w
Density functional theory data (ωB97M-V with the def2-TZVPD basis set) for a 3-piece molecular cluster, C6H15NO3 overall.

Geometry as XYZ:
```
25
Properties=species:S:1:pos:R:3
C -0.39 2.18 1.29
C -0.44 1.21 -1.02
C 1.06 2.58 1.31
O -0.83 1.16 1.84
O -1.79 0.95 -1.15
H -0.10 0.04 0.94
H -2.27 1.30 -0.38
H -1.09 3.00 1.05
H -0.13 2.25 -1.14
H 0.06 0.75 -1.87
H 1.31 2.88 2.33
H 1.71 1.73 1.04
H 1.25 3.40 0.63
C -0.27 -1.58 -0.46
C 0.51 -2.12 -1.65
C -0.35 -2.57 0.70
N 0.38 -0.34 0.06
O 1.65 -0.32 0.10
H -1.28 -1.27 -0.75
H 0.66 -2.82 1.04
H 1.56 -2.23 -1.39
H 0.11 -3.10 -1.93
H 0.43 -1.47 -2.52
H -0.85 -3.48 0.38
H -0.90 -2.15 1.54
```

The frontier orbital gap (alpha / beta) is 0.298 / 0.298 hartree. The LUMO energy (alpha / beta) is 0.282 / 0.279 eV.

=====

Version x
Density functional theory data (ωB97M-V with the def2-TZVPD basis set) for a 3-piece molecular cluster, C6H15NO3 overall.

Geometry as XYZ:
```
25
Properties=species:S:1:pos:R:3
C 0.39 -0.09 -1.63
C -0.82 -0.36 0.76
C 0.91 -1.50 -1.60
C -0.87 0.17 -2.41
C -0.24 -1.39 1.70
O 1.18 0.86 -1.43
H 1.77 0.85 0.19
H -1.26 -0.84 -0.11
H -1.69 0.15 1.18
H 1.74 -1.59 -0.90
H -1.40 1.02 -1.99
H 0.14 -2.22 -1.35
H 1.29 -1.74 -2.60
H -0.58 0.44 -3.43
H -1.53 -0.68 -2.44
H 0.19 -0.95 2.60
H 0.59 -1.93 1.23
H -0.98 -2.14 2.02
C 0.28 1.43 1.19
N -0.15 1.72 2.46
O -0.13 2.32 0.27
O 1.56 1.03 1.14
H 0.31 2.08 -0.58
H 0.37 1.27 3.20
H -1.08 2.10 2.51
```

The frontier orbital gap is 0.295 hartree. The LUMO energy is 0.579 eV.

=====

It turns out version x is the most stable, with the second structure 0.1070 hartree higher.